No. 1
{"formula": "C25H50Cl24O5", "method": "ωB97M-V/def2-TZVPD", "symbols": ["C", "C", "C", "C", "C", "C", "C", "C", "C", "O", "C", "O", "O", "O", "C", "C", "C", "O", "H", "H", "H", "H", "H", "H", "H", "H", "H", "H", "H", "H", "H", "H", "H", "H", "H", "H", "H", "H", "H", "H", "H", "H", "H", "H", "C", "Cl", "Cl", "H", "H", "C", "Cl", "Cl", "H", "H", "C", "Cl", "Cl", "H", "H", "C", "Cl", "Cl", "H", "H", "C", "Cl", "Cl", "H", "H", "C", "Cl", "Cl", "H", "H", "C", "Cl", "Cl", "H", "H", "C", "Cl", "Cl", "H", "H", "C", "Cl", "Cl", "H", "H", "C", "Cl", "Cl", "H", "H", "C", "Cl", "Cl", "H", "H", "C", "Cl", "Cl", "H", "H"], "xyz": [[4.94, -2.31, 0.30], [4.85, -1.97, -1.19], [3.40, -1.75, -1.65], [3.25, -0.75, -2.79], [3.46, 0.70, -2.33], [2.36, 1.24, -1.40], [2.84, 1.53, 0.04], [1.82, 1.25, 1.16], [1.27, -0.15, 1.26], [0.17, -0.33, 0.32], [-0.29, -1.57, 0.22], [0.34, -2.55, 0.10], [-1.65, -1.52, 0.29], [-2.16, -2.45, -0.70], [-3.09, -1.72, -1.49], [-4.16, -0.95, -0.70], [-3.76, 0.48, -0.33], [-4.58, -1.67, 0.45], [4.12, -2.98, 0.59], [4.83, -1.40, 0.92], [5.88, -2.80, 0.57], [5.44, -1.07, -1.39], [5.30, -2.78, -1.77], [2.95, -2.72, -1.90], [2.83, -1.38, -0.79], [3.98, -0.98, -3.57], [2.25, -0.85, -3.22], [3.55, 1.33, -3.23], [4.44, 0.78, -1.84], [2.01, 2.19, -1.83], [1.51, 0.56, -1.41], [3.77, 0.99, 0.24], [3.09, 2.59, 0.10], [1.01, 1.99, 1.15], [2.34, 1.41, 2.12], [2.04, -0.90, 1.10], [0.86, -0.31, 2.26], [-3.59, -2.49, -2.08], [-2.57, -1.02, -2.16], [-5.01, -0.89, -1.39], [-3.96, 0.67, 0.73], [-4.36, 1.20, -0.90], [-2.71, 0.70, -0.55], [-4.11, -2.51, 0.49], [-4.98, 3.98, 1.96], [-5.74, 3.55, 0.42], [-3.72, 2.84, 2.44], [-4.53, 4.96, 1.85], [-5.75, 3.99, 2.72], [2.26, -1.97, 4.97], [3.32, -0.98, 3.95], [1.32, -1.00, 6.11], [1.57, -2.50, 4.32], [2.87, -2.66, 5.53], [6.81, 3.14, -0.28], [5.64, 3.29, 1.04], [6.10, 3.53, -1.85], [7.62, 3.83, -0.10], [7.16, 2.12, -0.31], [-6.04, -1.73, -4.86], [-4.41, -2.29, -4.49], [-6.28, -0.04, -4.41], [-6.20, -1.83, -5.93], [-6.74, -2.34, -4.30], [2.49, -2.52, 9.72], [1.22, -1.31, 9.54], [2.45, -3.75, 8.44], [3.45, -2.02, 9.68], [2.35, -3.03, 10.67], [-0.25, -4.72, -1.36], [-1.57, -5.81, -0.88], [0.71, -5.40, -2.69], [-0.69, -3.79, -1.70], [0.39, -4.56, -0.51], [-0.50, -5.20, -6.38], [-2.03, -4.51, -5.85], [-0.39, -5.32, -8.14], [0.30, -4.56, -6.03], [-0.41, -6.19, -5.97], [-6.84, 6.32, -1.91], [-5.28, 6.90, -2.53], [-7.87, 7.65, -1.36], [-7.35, 5.81, -2.71], [-6.65, 5.66, -1.07], [-0.65, -7.93, 1.95], [-1.61, -9.17, 1.13], [-0.54, -8.21, 3.69], [0.35, -7.95, 1.54], [-1.12, -6.97, 1.78], [9.36, 6.72, -0.58], [9.86, 5.07, -0.18], [7.67, 6.80, -1.08], [9.50, 7.33, 0.30], [9.98, 7.06, -1.40], [-1.14, 4.02, -0.54], [-0.90, 4.32, 1.19], [-2.58, 4.85, -1.14], [-0.28, 4.39, -1.07], [-1.27, 2.95, -0.68], [-9.20, 4.90, 2.73], [-8.44, 3.41, 3.30], [-8.05, 6.00, 1.96], [-9.95, 4.63, 1.99], [-9.64, 5.40, 3.58]], "mulliken_charge": [-1.121, -0.484, 0.807, -1.272, -0.384, 0.012, -0.234, -0.759, -0.504, -0.011, 0.363, -0.552, -0.115, -0.158, -0.555, 0.349, -0.607, -0.649, 0.215, 0.196, 0.444, 0.239, 0.408, 0.366, -0.737, 0.395, 0.369, 0.356, 0.021, 0.466, -0.257, 0.146, 0.430, -0.041, 0.332, 0.272, 0.478, 0.211, 0.404, 0.261, 0.207, 0.321, -0.126, 0.365, -0.237, -0.144, -0.118, 0.259, 0.213, -0.196, -0.123, -0.140, 0.194, 0.276, 0.271, -0.153, -0.156, -0.246, 0.290, -0.371, -0.063, -0.145, 0.339, 0.257, -0.263, -0.138, -0.141, 0.250, 0.295, 0.504, -0.222, -0.199, -0.103, 0.127, -0.220, -0.108, -0.168, 0.225, 0.269, 0.301, -0.164, -0.166, 0.266, -0.234, -0.032, -0.151, -0.170, 0.261, 0.086, -0.236, -0.176, -0.127, 0.272, 0.264, 0.170, -0.173, -0.102, 0.353, -0.247, -0.279, -0.144, -0.115, 0.256, 0.307], "charge": 0, "lumo_ha": 0.011, "molar_mass_g_mol": 1281.54, "homo_lumo_gap_ha": 0.385, "e_homo_ev": -10.16}

***

No. 2
{"formula": "C25H50N2O2P2Tc", "method": "ωB97M-V/def2-TZVPD", "symbols": ["Tc", "C", "O", "C", "O", "P", "C", "H", "C", "H", "C", "H", "C", "P", "H", "H", "C", "H", "C", "H", "H", "H", "C", "H", "H", "H", "C", "H", "H", "H", "C", "H", "H", "H", "C", "H", "H", "H", "C", "H", "H", "H", "C", "H", "H", "H", "C", "H", "C", "H", "H", "C", "H", "H", "H", "C", "H", "H", "H", "C", "H", "H", "H", "C", "H", "H", "H", "H", "H", "N", "C", "C", "C", "N", "C", "C", "H", "H", "H", "H", "H", "H"], "xyz": [[1.55, 0.95, -2.55], [1.22, -0.74, -1.80], [1.08, -1.83, -1.34], [0.61, 1.93, -1.25], [-0.02, 2.51, -0.41], [-1.91, -0.17, -1.68], [-3.67, -0.74, -1.25], [-4.34, -0.54, -2.09], [-2.20, 1.56, -2.43], [-2.09, 2.15, -1.52], [-1.43, -1.03, -3.31], [-1.15, -2.02, -2.91], [4.06, -0.20, -0.65], [2.66, 0.75, 0.06], [3.11, -0.23, 2.51], [3.63, -1.23, -0.70], [3.44, 2.26, 0.88], [4.51, 2.05, 1.06], [-1.23, 2.07, -3.49], [-1.52, 1.73, -4.49], [-0.11, 1.87, -3.36], [-1.35, 3.17, -3.49], [-3.63, 1.79, -2.95], [-3.68, 2.83, -3.32], [-4.39, 1.69, -2.16], [-3.91, 1.13, -3.78], [-2.66, -1.22, -4.20], [-3.56, -1.56, -3.67], [-2.41, -1.99, -4.94], [-2.93, -0.31, -4.76], [-0.30, -0.63, -4.27], [-0.02, -1.56, -4.78], [0.66, -0.09, -3.91], [-0.70, -0.01, -5.09], [-3.64, -2.24, -0.92], [-3.91, -2.86, -1.78], [-4.32, -2.49, -0.10], [-2.62, -2.51, -0.60], [-4.13, 0.05, -0.01], [-3.36, -0.05, 0.77], [-5.08, -0.35, 0.39], [-4.29, 1.11, -0.23], [5.36, -0.33, 0.16], [5.17, -0.76, 1.15], [5.87, 0.64, 0.27], [6.03, -1.02, -0.38], [4.27, 0.33, -2.08], [4.94, 1.21, -2.08], [1.99, -0.76, 4.28], [3.31, 0.62, -2.61], [4.70, -0.47, -2.70], [2.85, -2.31, 2.41], [1.08, -1.27, 4.57], [2.81, -1.07, 4.94], [1.79, 0.29, 4.47], [2.33, -0.94, 2.82], [2.92, -2.99, 3.27], [3.85, -2.24, 2.01], [2.27, -2.81, 1.63], [2.73, 2.62, 2.20], [1.64, 2.58, 2.07], [2.99, 3.65, 2.51], [3.00, 1.95, 3.02], [3.23, 3.36, -0.17], [3.52, 3.02, -1.18], [3.80, 4.27, 0.06], [2.17, 3.62, -0.20], [1.45, -0.68, 2.21], [-1.80, -0.61, -0.22], [-3.31, -1.70, 5.74], [-2.64, -1.34, 4.62], [-2.29, -2.29, 3.64], [-1.67, -1.87, 2.48], [-1.40, -0.57, 2.21], [-1.67, 0.33, 3.17], [-2.29, 0.01, 4.37], [-3.58, -2.66, 5.90], [-3.59, -1.02, 6.43], [-2.52, -3.36, 3.78], [-1.39, -2.59, 1.69], [-1.38, 1.37, 2.96], [-2.52, 0.79, 5.10]], "mulliken_charge": [-0.694, 0.603, -0.351, 0.364, -0.370, 1.501, -0.335, 0.969, 0.232, 0.628, 0.388, 0.699, 0.527, 0.459, -0.464, 0.305, 0.430, 0.400, -1.169, 0.388, 0.013, 0.508, -1.409, 0.449, 0.348, 0.234, -1.751, 0.317, 0.483, 0.333, -1.176, 0.440, 0.017, 0.548, -1.176, 0.283, 0.429, 0.211, -1.177, 0.008, 0.551, 0.268, -1.602, 0.346, 0.451, 0.460, -0.761, 0.457, -1.542, -0.066, 0.460, -1.272, 0.316, 0.445, 0.386, 1.849, 0.422, 0.270, 0.242, -1.250, 0.237, 0.459, 0.329, -1.389, 0.355, 0.481, 0.300, -0.341, -0.255, -0.252, 1.054, -0.724, -0.414, 0.017, -0.450, -0.650, 0.274, 0.274, 0.424, 0.492, 0.471, 0.441], "charge": 4, "lumo_ha": [-0.487, -0.538], "molar_mass_g_mol": 570.63, "e_above_lowest_kj_mol": 0.0, "homo_lumo_gap_ha": [0.265, 0.233], "multiplicity": 4, "e_homo_ev": [-20.45, -20.99]}

***

No. 3
{"formula": "C25H51B3IN3O6", "method": "ωB97M-V/def2-TZVPD", "symbols": ["N", "C", "C", "C", "C", "C", "B", "O", "B", "O", "B", "C", "C", "O", "I", "O", "H", "H", "H", "H", "H", "H", "H", "H", "H", "H", "H", "H", "H", "H", "H", "C", "C", "C", "C", "C", "C", "N", "O", "C", "C", "C", "H", "H", "H", "H", "H", "H", "H", "H", "H", "H", "H", "H", "H", "H", "H", "H", "H", "H", "C", "C", "C", "C", "C", "C", "N", "O", "C", "C", "C", "H", "H", "H", "H", "H", "H", "H", "H", "H", "H", "H", "H", "H", "H", "H", "H", "H", "H"], "xyz": [[7.07, -1.36, -4.05], [5.75, -0.62, -3.74], [4.81, -0.40, -5.06], [3.69, 0.76, -4.66], [2.44, 0.84, -5.73], [1.66, 2.27, -5.43], [0.47, 2.04, -4.31], [0.52, 2.66, -2.95], [0.55, 1.46, -2.04], [-0.59, 0.52, -2.15], [-0.79, 0.10, -3.57], [-1.15, -1.48, -3.84], [-0.88, -2.01, -5.36], [-0.28, -3.23, -5.49], [-1.43, -1.01, -7.22], [-0.69, 1.17, -4.59], [7.80, -0.58, -4.05], [7.32, -1.93, -3.19], [6.00, 0.44, -3.26], [5.15, -1.21, -2.92], [5.48, -0.01, -5.96], [4.28, -1.38, -5.44], [3.23, 0.42, -3.62], [4.26, 1.79, -4.55], [2.76, 0.73, -6.86], [1.66, -0.02, -5.52], [1.30, 2.81, -6.42], [2.46, 2.98, -4.93], [1.41, 1.28, -1.24], [-2.23, -1.75, -3.43], [-0.41, -2.11, -3.13], [0.01, -2.26, 3.59], [1.11, -1.87, 2.57], [0.47, -1.11, 1.37], [-0.29, -2.02, 0.41], [0.57, -3.20, -0.04], [1.19, -3.98, 1.14], [1.86, -3.09, 2.14], [3.08, -2.67, 1.58], [0.08, -4.83, 1.84], [2.15, -5.07, 0.56], [2.00, -0.85, 3.36], [0.31, -3.13, 4.19], [-0.20, -1.46, 4.30], [-0.95, -2.49, 3.12], [1.25, -0.59, 0.80], [-0.21, -0.33, 1.73], [-1.22, -2.38, 0.87], [-0.60, -1.44, -0.47], [-0.04, -3.86, -0.67], [1.37, -2.81, -0.69], [0.47, -5.32, 2.73], [-0.29, -5.61, 1.17], [-0.80, -4.25, 2.12], [2.94, -4.64, -0.07], [1.60, -5.78, -0.08], [2.63, -5.64, 1.36], [2.47, -1.33, 4.22], [1.39, -0.01, 3.73], [2.78, -0.40, 2.73], [-4.86, 3.59, 1.69], [-3.46, 2.91, 1.63], [-3.61, 1.37, 1.78], [-3.93, 0.92, 3.20], [-2.93, 1.50, 4.20], [-2.79, 3.04, 4.10], [-2.57, 3.51, 2.69], [-1.24, 3.20, 2.34], [-4.06, 3.72, 4.69], [-1.66, 3.50, 5.07], [-2.96, 3.21, 0.18], [-4.78, 4.63, 2.02], [-5.34, 3.62, 0.70], [-5.56, 3.07, 2.34], [-2.69, 0.87, 1.46], [-4.40, 1.01, 1.11], [-4.95, 1.20, 3.48], [-3.90, -0.18, 3.25], [-3.24, 1.21, 5.21], [-1.96, 1.02, 4.03], [-4.03, 4.80, 4.54], [-4.13, 3.54, 5.77], [-4.99, 3.34, 4.27], [-0.70, 3.01, 4.86], [-1.90, 3.25, 6.11], [-1.51, 4.58, 5.01], [-2.83, 4.28, 0.02], [-3.68, 2.84, -0.56], [-2.01, 2.71, -0.05]], "mulliken_charge": [-0.652, -0.294, -0.534, -0.245, -0.116, -0.580, 0.246, -0.477, 0.606, -0.096, 0.091, 0.085, -0.032, -0.524, 0.054, -0.198, 0.266, 0.263, 0.225, 0.204, 0.230, 0.246, -0.041, 0.280, 0.335, -0.024, 0.269, 0.237, -0.127, 0.416, -0.099, -1.884, 2.075, -0.980, 0.141, -1.578, 1.818, 0.295, -0.519, -1.762, -1.797, -1.761, 0.342, 0.530, 0.264, 0.388, -0.214, 0.310, 0.011, 0.417, 0.355, 0.384, 0.440, 0.311, 0.344, 0.403, 0.454, 0.464, 0.352, 0.373, -1.966, 2.094, -0.672, -0.637, -0.931, 1.649, 0.248, -0.496, -1.708, -1.713, -1.866, 0.359, 0.485, 0.314, -0.147, 0.396, 0.301, 0.439, 0.404, 0.063, 0.369, 0.430, 0.295, 0.273, 0.415, 0.452, 0.475, 0.433, 0.253], "charge": 0, "lumo_ha": [-0.011, -0.015], "molar_mass_g_mol": 649.04, "e_above_lowest_kj_mol": 602.7, "homo_lumo_gap_ha": [0.325, 0.337], "multiplicity": 3, "e_homo_ev": [-9.12, -9.56]}